# 1
DFT (the ωB97M-V functional and the def2-TZVPD basis) results for the molecule C2H4N2O2 in a non-equilibrium geometry.

Calculated values
Frontier orbital gap, Ha: 0.3920
SMILES string: NC(=O)/C=N/O
Calculated total energy, a.u.: -338.50862
Relative energy (zero: lowest compared OMol25 entry of this formula, charge and spin), kcal/mol: 90.7
HOMO energy, eV: -10.19

```
! RIJCOSX wB97M-V def2-TZVPD def2/J DEFGRID3
* xyz 0 1
N 1.409 -0.870 -1.001
C 0.087 -0.790 -0.710
O -0.719 -1.562 -1.140
C -0.169 0.459 0.167
N -1.365 0.689 0.483
O -1.444 1.766 1.341
H 1.797 -1.876 -1.278
H 2.107 -0.620 0.027
H 0.660 1.038 0.473
H -2.363 1.766 1.639
*
```



# 2
DFT (the ωB97M-V functional and the def2-TZVPD basis) results for a structure of composition C53H37ClF5GeN2PSSbSe4Ti.

Calculated values
Frontier orbital gap (alpha / beta), Ha: 0.2342 / 0.2213
<S²>: 0.7973
Calculated total energy, a.u.: -16622.90748
Relative energy (zero: lowest compared OMol25 entry of this formula, charge and spin), kcal/mol: 66.1
HOMO energy (alpha / beta), eV: -7.57 / -7.63

```
! RIJCOSX wB97M-V def2-TZVPD def2/J DEFGRID3
* xyz 0 2
Ti 0.488 0.469 -0.993
C -2.123 2.194 -5.049
C -2.532 2.081 -3.619
N -0.625 0.743 -2.572
C -0.190 0.044 -3.721
C -0.464 0.296 -5.060
C -1.229 1.407 -5.632
C 0.041 -0.599 -6.051
C 0.791 -1.691 -5.762
C 1.167 -1.924 -4.419
C 2.037 -2.969 -4.029
C 2.432 -3.077 -2.730
C 1.971 -2.123 -1.805
N 1.152 -1.158 -2.155
C 0.705 -1.045 -3.436
H -2.596 2.961 -5.650
H -3.069 3.000 -3.343
H -1.037 1.562 -6.686
H -0.213 -0.384 -7.079
H 1.136 -2.359 -6.538
H 2.392 -3.663 -4.778
H 3.111 -3.841 -2.388
H 2.281 -2.151 -0.764
Se 5.321 -0.843 -1.426
Sb 4.167 1.051 -0.618
Se 2.028 0.400 0.992
Se 2.279 1.710 -2.138
Se 5.216 2.896 0.406
Cl -1.037 1.636 2.593
C -1.247 3.341 2.374
C -1.718 4.064 3.462
C -1.946 5.423 3.333
C -1.705 6.045 2.113
C -1.229 5.304 1.048
C -0.988 3.931 1.159
P -0.299 3.051 -0.279
C 0.527 4.400 -1.157
C -0.089 5.122 -2.174
C 0.594 6.145 -2.813
C 1.892 6.456 -2.431
C 2.505 5.744 -1.407
C 1.829 4.719 -0.773
C -1.705 2.546 -1.297
C -1.306 2.047 -2.684
C -3.486 0.946 -3.409
C -4.198 0.801 -2.273
C -4.037 1.583 -1.100
C -2.928 2.348 -0.702
H -1.900 3.547 4.392
H -2.308 5.989 4.180
H -1.879 7.104 1.990
H -1.030 5.807 0.111
H -1.109 4.898 -2.462
H 0.114 6.701 -3.607
H 2.429 7.248 -2.933
H 3.525 5.969 -1.117
H 2.342 4.148 -0.002
H -0.574 2.760 -3.106
H -3.651 0.270 -4.237
H -4.974 0.045 -2.247
H -4.828 1.510 -0.363
H -3.045 2.784 0.289
F -5.940 -2.894 -1.638
C -4.746 -2.494 -1.203
C -3.597 -2.802 -1.921
F -3.684 -3.513 -3.045
C -2.365 -2.370 -1.459
F -1.285 -2.717 -2.173
C -2.232 -1.620 -0.299
S -0.664 -1.146 0.364
C -3.395 -1.328 0.395
F -3.339 -0.618 1.531
C -4.638 -1.754 -0.035
F -5.736 -1.430 0.653
C 3.227 -0.347 3.982
Ge 1.995 -1.287 2.801
C 2.720 -2.812 1.846
C 4.008 -2.793 1.320
C 4.490 -3.868 0.587
C 3.680 -4.969 0.359
C 2.386 -4.994 0.863
C 1.912 -3.924 1.603
C 0.455 -1.913 3.853
C -0.835 -1.463 3.768
C -1.865 -1.964 4.593
C -1.592 -2.931 5.506
C -0.276 -3.432 5.644
C 0.007 -4.435 6.603
C 1.270 -4.923 6.758
C 2.309 -4.421 5.948
C 2.061 -3.458 5.015
C 0.760 -2.924 4.825
H 3.256 -0.809 4.964
H 2.875 0.679 4.084
H 4.231 -0.323 3.559
H 4.653 -1.930 1.460
H 5.492 -3.829 0.180
H 4.055 -5.807 -0.214
H 1.749 -5.849 0.680
H 0.900 -3.953 1.992
H -1.108 -0.728 3.032
H -2.867 -1.574 4.479
H -2.370 -3.338 6.139
H -0.806 -4.805 7.213
H 1.476 -5.688 7.492
H 3.313 -4.806 6.065
H 2.887 -3.117 4.407
*
```



# 3
DFT (the ωB97M-V functional and the def2-TZVPD basis) results for the molecule C2H7N3O in a non-equilibrium geometry.

Calculated values
Frontier orbital gap, Ha: 0.3804
Calculated total energy, a.u.: -319.74356
Relative energy (zero: lowest compared OMol25 entry of this formula, charge and spin), kcal/mol: 129.4
HOMO energy, eV: -9.38

```
! RIJCOSX wB97M-V def2-TZVPD def2/J DEFGRID3
* xyz 0 1
C 0.796 0.894 0.638
C -0.535 1.487 0.184
N -1.490 0.371 -0.128
N -3.071 -1.008 -0.521
N -2.667 0.290 -0.202
O -0.735 -0.716 -0.378
H 1.096 -0.111 0.137
H 1.592 1.668 0.485
H 0.778 0.733 1.695
H -0.909 2.113 0.945
H -0.228 1.913 -0.743
H -2.118 -1.433 -0.336
H -3.859 -1.529 0.067
*
```



# 4
DFT (the ωB97M-V functional and the def2-TZVPD basis) results for the molecule C5H5FOS in a non-equilibrium geometry.

Calculated values
Frontier orbital gap, Ha: 0.2806
SMILES string: C=CO/C=C(\F)C=S
Calculated total energy, a.u.: -766.67191
Relative energy (zero: lowest compared OMol25 entry of this formula, charge and spin), kcal/mol: 86.3
HOMO energy, eV: -9.07

```
! RIJCOSX wB97M-V def2-TZVPD def2/J DEFGRID3
* xyz 0 1
C 0.027 1.646 1.682
C 1.026 1.762 0.846
O 1.272 0.766 -0.173
C 0.209 -0.094 -0.482
C 0.223 -1.400 -0.907
F 1.452 -2.099 -1.279
C -1.043 -2.157 -1.193
S -2.658 -1.493 -1.291
H -0.587 0.684 1.672
H -0.082 2.416 2.360
H 1.584 2.749 0.795
H -0.806 0.322 -0.294
H -0.616 -3.100 -1.735
*
```



Question: Which formula does entry 2 have?
Answer: C53H37ClF5GeN2PSSbSe4Ti



Question: Among the records above, which one has the highest relative energy (zero: lowest compared OMol25 entry of this formula, charge and spin)?
Answer: C2H7N3O



Question: The lowest relative energy (zero: lowest compared OMol25 entry of this formula, charge and spin) belongs to which entry?
Answer: C53H37ClF5GeN2PSSbSe4Ti